Below is a cluster of 5 separate species, C10H20Br10 in total, with properties calculated with the ωB97M-V functional and the def2-TZVPD basis.

```
40
Properties=species:S:1:pos:R:3
Br -0.81 -0.04 2.55
Br 4.03 1.88 2.26
Br -3.33 3.34 2.69
Br 2.01 -0.88 5.37
Br 0.90 3.73 0.87
Br 1.56 -2.99 -1.10
Br -1.38 -0.38 -2.16
Br -3.35 1.98 -6.22
Br -0.90 -0.03 -7.90
Br 0.95 -7.14 -1.44
C 3.01 0.51 4.47
C -0.57 -0.76 0.70
C -1.52 0.09 -0.17
C -1.89 4.33 1.74
C -2.08 0.75 -5.31
C 1.35 -5.74 -0.03
C -0.71 0.70 -6.05
C -0.57 3.80 2.20
C 2.52 0.87 3.07
C 0.48 -4.42 -0.16
H -0.27 4.39 3.07
H 0.48 -0.62 0.46
H 1.32 -6.13 0.99
H -2.70 -0.13 -5.13
H 2.37 -0.01 2.44
H -2.02 1.17 -4.31
H 0.00 0.04 -5.54
H -2.56 -0.02 0.13
H 3.30 1.28 5.18
H -0.82 2.89 2.74
H 1.56 1.38 3.15
H -2.06 5.40 1.88
H 2.43 -5.59 -0.11
H -0.28 1.69 -6.19
H -1.30 1.15 0.01
H -2.00 4.21 0.66
H 0.15 -4.09 0.83
H -0.38 -4.76 -0.74
H 3.92 -0.04 4.23
H -0.83 -1.81 0.85
```

**SMILES**: BrCCBr.BrCCBr.BrCCBr.BrCCBr.BrCCBr
**HOMO-LUMO gap**: 9.97 eV
**Calculated total energy**: -26133.1099 hartree
**HOMO level**: -0.365 Eh
**Energy relative to the best compared isomer or geometry (same formula, charge and spin)**: 209.0 kJ/mol

Below is a cluster of 2 separate species, Cl3H3Si2 in total, with properties calculated with the ωB97M-V functional and the def2-TZVPD basis.

```
8
Properties=species:S:1:pos:R:3
Cl -1.52 -3.47 1.93
Cl -2.90 -1.85 -0.56
Cl -2.22 -0.33 2.40
Si 2.02 2.10 -1.42
Si -1.41 -1.65 0.94
H 3.07 1.92 -0.49
H 2.12 0.88 -2.27
H 0.84 2.39 -0.53
```

**HOMO-LUMO gap (spin up / spin down)**: 8.56 / 5.51 eV
**Calculated total energy**: -1961.3565 hartree
**HOMO level (spin up / spin down)**: -0.357 / -0.308 Eh
**Energy relative to the best compared isomer or geometry (same formula, charge and spin)**: 329.0 kJ/mol

Below is a cluster of 4 separate species, C4H17NO5 in total, with properties calculated with the ωB97M-V functional and the def2-TZVPD basis.

```
27
Properties=species:S:1:pos:R:3
O 2.54 -2.29 0.10
O 1.74 -1.66 -2.58
O 3.21 0.40 0.52
O -0.09 -1.88 -0.26
O -0.29 1.87 1.93
N -1.77 2.35 0.03
C -2.28 1.03 -0.48
C -1.92 -0.24 0.32
C -1.41 -1.33 -0.59
C -1.31 2.67 1.38
H -2.09 2.52 2.15
H -2.06 -2.20 -0.69
H -1.14 0.10 0.99
H -0.95 2.62 -0.50
H 3.33 -0.24 1.25
H 1.49 -0.83 -2.12
H -1.23 -1.04 -1.63
H -2.10 1.12 -1.55
H -3.36 1.24 -0.39
H 0.46 1.75 1.33
H 0.35 -1.32 0.40
H 0.97 -2.27 -2.50
H 3.32 -0.20 -0.24
H 1.84 -2.63 0.61
H 2.57 -2.65 -0.79
H -2.75 -0.55 0.94
H -1.06 3.73 1.30
```

**SMILES**: OCCCNCO.O.O.O
**HOMO-LUMO gap**: 9.76 eV
**Calculated total energy**: -593.4939 hartree
**HOMO level**: -0.343 Eh
**Energy relative to the best compared isomer or geometry (same formula, charge and spin)**: 241.6 kJ/mol

Below is an isolated molecule of C4H5NO, with properties calculated with the ωB97M-V functional and the def2-TZVPD basis.

```
11
Properties=species:S:1:pos:R:3
O 0.96 -1.36 1.50
N -0.80 1.45 2.70
C -0.29 0.54 2.19
C 0.15 -0.40 -1.54
C 0.30 -0.41 1.19
C -0.10 0.19 -0.15
H 0.56 0.39 -2.18
H -0.80 -0.68 -1.99
H 0.82 -1.26 -1.59
H 0.36 1.18 -0.09
H -1.17 0.37 -0.03
```

**SMILES**: CCC(=O)C#N
**HOMO-LUMO gap**: 11.08 eV
**Calculated total energy**: -285.3737 hartree
**HOMO level**: -0.410 Eh
**Energy relative to the best compared isomer or geometry (same formula, charge and spin)**: 107.4 kJ/mol

Below is a cluster of 2 separate species, C22H21FNO2S in total, with properties calculated with the ωB97M-V functional and the def2-TZVPD basis.

```
48
Properties=species:S:1:pos:R:3
S 1.89 -0.55 -1.74
F 5.74 0.93 2.65
O -4.82 -2.80 -3.47
O -5.64 -0.79 -3.15
N -4.69 -1.59 -3.14
C -1.07 -1.64 -2.29
C -0.85 -0.29 -1.85
C 2.15 -0.48 -3.56
C 0.40 0.18 -1.37
C 2.12 1.22 2.69
C 0.42 -0.49 1.84
C -1.00 1.58 2.05
C -3.40 1.31 2.40
C 2.77 -1.09 2.23
C 3.13 0.64 -1.13
C -2.27 2.13 2.28
C -2.31 -2.05 -2.74
C 4.42 0.59 2.56
C 1.74 -0.09 2.25
C 4.10 -0.76 2.41
C -0.83 0.16 2.08
C -1.99 -0.66 2.28
C -3.21 0.21 -2.34
C 3.46 1.59 2.72
C -3.40 -1.14 -2.74
C -3.25 -0.09 2.41
C -1.98 0.61 -1.87
H -1.83 1.63 -1.50
H -1.86 -1.74 2.31
H 3.15 -0.86 -3.80
H -4.04 0.90 -2.42
H -4.39 1.75 2.52
H 3.77 2.62 2.88
H 2.96 1.61 -1.61
H 1.36 1.95 2.97
H 4.13 0.25 -1.35
H 3.00 0.70 -0.05
H -4.12 -0.73 2.52
H -0.16 2.22 1.78
H 0.35 -1.51 1.45
H 0.42 1.01 -0.68
H 2.04 0.56 -3.90
H -0.26 -2.38 -2.21
H 1.41 -1.11 -4.05
H -2.50 -3.06 -3.10
H -2.37 3.21 2.34
H 4.87 -1.53 2.41
H 2.47 -2.12 2.05
```

**HOMO-LUMO gap**: 3.99 eV
**Calculated total energy**: -1553.7642 hartree
**Total charge**: +1
**HOMO level**: -0.360 Eh

Below is an isolated molecule of C4H8N2, with properties calculated with the ωB97M-V functional and the def2-TZVPD basis.

```
14
Properties=species:S:1:pos:R:3
N -0.65 -0.03 -0.34
N -0.07 1.10 -0.06
C 0.19 -1.11 0.00
C -2.01 -0.03 0.12
C 1.60 -0.55 0.03
C 1.18 1.01 0.09
H -2.52 -0.99 -0.28
H -2.33 0.99 -0.23
H 2.25 -0.96 -0.81
H 0.05 -1.96 -0.69
H 1.70 2.04 0.12
H -0.02 -1.58 1.08
H -2.15 0.00 1.25
H 2.28 -0.88 0.90
```

**SMILES**: CN1CCC=N1
**HOMO-LUMO gap**: 9.33 eV
**Calculated total energy**: -266.6336 hartree
**HOMO level**: -0.302 Eh
**Energy relative to the best compared isomer or geometry (same formula, charge and spin)**: 232.1 kJ/mol

Below is a cluster of 2 separate species, Br2H2NOP in total, with properties calculated with the ωB97M-V functional and the def2-TZVPD basis.

```
7
Properties=species:S:1:pos:R:3
Br -2.10 3.10 2.47
Br 1.10 2.29 3.70
P -0.78 1.36 2.56
O -1.40 0.39 3.44
N 0.31 -0.83 0.41
H 0.24 -0.94 1.38
H 1.26 -1.05 0.07
```

**HOMO-LUMO gap (spin up / spin down)**: 7.26 / 8.92 eV
**Calculated total energy**: -5620.5162 hartree
**HOMO level (spin up / spin down)**: -0.400 / -0.375 Eh
**Energy relative to the best compared isomer or geometry (same formula, charge and spin)**: 424.0 kJ/mol

Below is a cluster of 2 separate species, C8H10 in total, with properties calculated with the ωB97M-V functional and the def2-TZVPD basis.

```
18
Properties=species:S:1:pos:R:3
C 1.05 -1.09 -0.10
C 0.45 -2.16 -0.51
C 1.88 -0.15 0.19
C -0.64 0.81 -0.65
C -1.23 -0.13 -1.39
C -1.09 0.82 0.79
C 2.14 1.12 0.82
C 3.20 0.38 0.36
H 1.65 1.87 1.23
H 0.02 1.68 -0.93
H 0.24 -3.02 0.25
H 0.01 -2.25 -1.51
H -1.83 -0.87 -0.89
H -0.25 1.34 1.39
H -1.05 -0.32 -2.45
H -1.17 -0.23 1.20
H 4.25 0.27 0.13
H -1.85 1.61 0.94
```

**SMILES**: C=C=C1C=C1.C=CC
**HOMO-LUMO gap**: 8.47 eV
**Calculated total energy**: -310.5653 hartree
**HOMO level**: -0.279 Eh
**Energy relative to the best compared isomer or geometry (same formula, charge and spin)**: 709.8 kJ/mol

Below is a cluster of 16 separate species, C56H93N3O34 in total, with properties calculated with the ωB97M-V functional and the def2-TZVPD basis.

```
186
Properties=species:S:1:pos:R:3
O 5.08 -4.92 -1.64
O 4.00 4.63 0.78
O -4.43 3.19 0.54
O 0.00 0.80 -0.42
O 3.35 -0.14 -5.61
O 5.55 3.48 -0.36
O 5.01 -1.17 -4.49
O 0.23 -1.40 2.31
O 1.30 3.73 -1.88
O 4.31 1.22 3.35
O 2.20 0.62 3.71
O -0.91 3.80 -1.97
O -3.62 -1.31 -5.83
O -1.47 -0.97 -5.25
O -0.08 -2.03 4.43
O -1.13 4.66 2.75
O -5.31 -2.55 4.30
O 4.75 5.42 -1.16
O -1.17 3.20 4.44
O 1.35 -0.65 -1.43
O -5.32 5.22 0.14
O -3.08 -1.08 -3.71
O -5.10 -0.42 3.58
O 6.52 -0.86 2.47
O 7.51 0.41 0.86
O 2.95 -2.07 -4.60
O 0.22 -5.70 -2.34
O -6.11 3.90 1.80
O 4.71 -6.68 -0.28
O 0.25 2.76 -3.56
O -1.20 -3.02 2.80
O 3.18 2.05 5.12
O -1.43 -5.35 -0.86
O 3.04 -5.28 -0.79
N 4.80 0.73 -1.58
N -5.77 1.61 -1.86
N -6.32 -5.17 -0.76
C -1.12 0.30 -1.19
C -5.77 -1.54 3.85
C 3.88 -1.13 -4.84
C 1.26 0.80 4.78
C -3.44 0.51 5.06
C -4.32 3.62 -2.66
C -6.07 2.48 1.94
C 4.75 4.57 -0.34
C 1.96 -0.40 -5.88
C -1.00 -2.90 5.12
C 1.80 2.03 5.49
C -2.82 -6.98 0.14
C 2.19 0.63 0.42
C -0.88 3.61 1.78
C 5.43 -1.33 1.66
C -5.13 2.50 -2.22
C -4.63 2.18 1.53
C -0.46 -3.48 -1.87
C 6.93 1.33 -2.95
C -1.52 -6.74 -0.56
C -4.96 -4.14 1.22
C 4.17 3.41 1.53
C -1.36 5.55 4.88
C -4.41 -1.56 -3.68
C 6.56 1.82 -4.33
C 5.70 3.09 -4.26
C 5.75 0.97 -2.18
C 0.60 3.62 1.43
C -3.21 2.18 -4.36
C 2.85 -4.16 -1.65
C -3.93 -3.11 0.69
C -0.32 -2.05 3.10
C 4.23 -4.00 -2.34
C -7.23 -1.40 3.53
C 1.16 0.17 -0.58
C -4.86 -1.42 -5.13
C 4.32 -5.73 -0.86
C -1.20 4.33 4.01
C 1.66 -1.60 -4.97
C 4.61 -2.25 2.53
C 7.33 0.07 2.00
C 1.63 2.51 -3.80
C -3.84 3.54 -4.09
C 5.43 2.80 0.90
C 3.33 1.28 4.02
C -1.60 -3.74 3.98
C -5.29 4.22 0.76
C -0.53 -4.96 -1.77
C 0.12 3.43 -2.40
C 2.37 3.36 -2.75
C -2.60 -1.14 -4.97
C -3.69 -0.34 3.82
C -4.53 -1.87 0.09
C -5.69 -4.72 0.10
C -2.32 0.99 -0.59
C 8.07 0.70 3.15
H -2.43 0.34 5.43
H 6.17 3.93 -4.77
H -0.42 -3.53 5.79
H -1.49 3.90 0.92
H -3.98 1.40 -4.31
H -4.40 -2.63 -3.41
H 2.58 -3.28 -1.08
H -5.34 -2.04 -0.63
H -1.20 -0.78 -1.04
H 4.42 -1.79 3.50
H 6.32 2.98 1.50
H 1.66 0.97 1.31
H 5.08 -3.22 2.70
H -0.63 -3.16 -2.90
H -5.43 -2.29 -5.43
H 4.75 2.91 -4.77
H 5.48 3.44 -3.25
H -1.15 -2.92 -1.23
H 1.92 -0.62 -6.94
H -2.29 5.51 5.44
H -6.78 1.93 1.32
H -4.96 -1.23 0.87
H 2.70 -0.27 0.75
H 4.55 -2.96 -2.30
H 8.99 1.16 2.80
H -3.21 1.01 -1.21
H 5.29 1.74 0.75
H 1.17 3.29 2.31
H -3.40 3.55 -2.06
H 1.14 -1.29 -4.06
H -4.09 0.24 5.89
H -7.32 -1.11 2.47
H -3.61 1.56 4.84
H 0.53 -3.12 -1.62
H -3.08 4.30 -4.24
H -5.45 -0.52 -5.33
H 0.88 4.64 1.17
H -3.04 -6.23 0.89
H -5.05 -1.08 -2.94
H 1.02 -2.36 -5.43
H 1.54 1.96 6.55
H 7.41 1.47 3.56
H -0.69 -7.01 0.11
H -3.66 -6.89 -0.56
H 1.32 -0.08 5.43
H -2.87 -7.98 0.58
H -0.54 5.60 5.59
H -1.13 2.61 2.12
H -3.21 -1.32 3.92
H 4.32 3.64 2.58
H -1.74 -2.33 5.66
H 2.83 4.22 -3.23
H 7.46 2.05 -4.90
H 5.78 -1.82 0.75
H 7.45 2.11 -2.39
H -7.67 -0.60 4.11
H -1.37 -7.37 -1.44
H 1.88 2.83 -4.81
H -3.77 -1.31 -0.45
H -3.30 -3.68 0.00
H -4.73 4.57 -2.32
H -5.68 -3.67 1.89
H 3.31 2.77 1.37
H -1.35 6.45 4.28
H 1.33 0.45 -5.64
H 8.32 -0.01 3.94
H -3.22 0.12 2.95
H 3.16 2.83 -2.21
H 0.23 0.81 4.44
H -1.25 -4.77 3.93
H -2.48 1.91 -3.60
H -4.57 1.21 1.04
H 1.32 2.95 5.12
H 4.12 -4.35 -3.36
H -3.37 -2.81 1.58
H 3.68 -2.42 2.00
H -2.73 2.10 -5.33
H -2.07 2.04 -0.44
H 5.99 1.05 -4.83
H 2.82 1.39 -0.02
H -4.43 -4.88 1.82
H 1.85 1.45 -3.70
H -6.27 2.21 2.97
H 7.60 0.47 -2.92
H 2.07 -4.36 -2.38
H -2.54 0.60 0.40
H -0.99 0.45 -2.26
H -3.90 2.29 2.33
H -2.69 -3.73 4.03
H -7.73 -2.36 3.62
H -4.64 3.72 -4.81
H 4.84 -0.47 1.36
H 0.73 3.00 0.55
```

**HOMO-LUMO gap**: 10.13 eV
**Calculated total energy**: -4912.2372 hartree
**HOMO level**: -0.370 Eh

Below is a structure of composition C5H11OYb, with properties calculated with the ωB97M-V functional and the def2-TZVPD basis.

```
18
Properties=species:S:1:pos:R:3
Yb -1.50 -1.83 -0.64
O 0.89 -0.77 1.26
C -1.41 0.84 -0.64
C 1.27 0.36 0.48
C 1.11 -0.05 -1.00
C -0.34 0.12 -1.59
C -0.17 -0.53 2.18
H -0.99 -1.29 2.04
H -0.64 0.45 2.09
H 1.36 -1.13 -1.03
H 1.85 0.43 -1.66
H 0.19 -0.68 3.21
H -0.25 0.67 -2.55
H 0.78 1.30 0.75
H 2.35 0.52 0.64
H -1.30 1.93 -0.69
H -2.48 0.58 -0.94
H -0.73 -0.92 -1.90
```

**HOMO-LUMO gap**: 5.13 eV
**Calculated total energy**: -1430.6018 hartree
**Total charge**: +1
**HOMO level**: -0.392 Eh

Below is a cluster of 7 separate species, C4H22NO7S in total, with properties calculated with the ωB97M-V functional and the def2-TZVPD basis.

```
35
Properties=species:S:1:pos:R:3
S -0.40 0.55 -1.67
O -1.67 2.32 2.91
O -3.59 -0.71 -1.57
O -0.84 0.22 1.33
O 0.08 -3.94 -2.41
O 0.97 4.06 -0.40
O -2.38 -2.00 1.08
O -0.17 -2.84 0.02
N 2.81 0.74 1.06
C 0.57 0.28 1.58
C 1.26 0.32 -0.94
C 3.79 -0.04 0.36
C 1.44 0.89 0.46
H 4.50 -0.48 1.08
H 3.18 1.63 1.35
H 0.11 3.90 -0.81
H 1.45 3.37 -0.86
H 4.49 0.44 -0.35
H 2.13 0.56 -1.55
H -0.31 -1.89 0.11
H -0.97 0.45 0.35
H -1.63 1.61 2.22
H 1.29 1.96 0.38
H -0.07 -3.52 -1.53
H -0.83 -3.25 0.59
H -3.29 -1.67 1.09
H 1.40 -0.77 -0.88
H 0.70 0.99 2.40
H -2.87 -1.05 -1.02
H -3.13 -0.07 -2.13
H -2.36 2.83 2.46
H 0.02 -3.15 -2.97
H 0.98 -0.69 1.83
H -1.93 -1.17 1.34
H 3.44 -0.94 -0.13
```

**HOMO-LUMO gap**: 7.34 eV
**Calculated total energy**: -1145.2707 hartree
**Total charge**: -1
**HOMO level**: -0.158 Eh
**Energy relative to the best compared isomer or geometry (same formula, charge and spin)**: 32.7 kJ/mol